Computed, not measured: a molecular structure, C12H18O2, with ωB97M-V/def2-TZVPD.

ΔE to the lowest compared entry with this formula, charge and spin (kcal per mole): 124.3
Energy (Ha): -618.319503
HOMO level (eV): -8.54

```
32
Properties=species:S:1:pos:R:3:forces:R:3
C 1.828709 2.798502 0.146131 2.367 -2.516 0.734
C 2.339145 1.390510 -0.632084 0.888 2.547 0.003
C 3.178113 0.403092 0.349714 -7.072 -3.778 -8.338
C 2.134276 -0.426076 1.117272 0.629 1.356 6.060
C 1.389583 -1.650450 0.702002 -0.077 4.622 -4.155
C 0.574136 -1.464602 -0.605767 1.494 -2.477 -2.067
C -0.786840 -0.853419 -0.531119 -1.241 0.507 2.187
C -1.734065 -1.598359 0.180481 -0.367 1.202 0.250
C -2.902867 -0.970435 0.705403 3.163 1.438 -1.308
C -3.015047 0.393609 0.579068 -0.349 0.728 -0.830
C -2.038525 1.204343 -0.182186 -5.194 -0.036 2.562
C -1.020170 0.572959 -0.689676 3.261 -3.170 -1.412
H 1.034487 2.469578 0.881093 1.083 0.860 -0.506
H 1.463855 3.536371 -0.526982 -0.650 0.282 -0.743
H 2.803886 3.310083 0.597197 -2.206 -1.316 -0.394
H 1.457306 0.908629 -1.179241 1.680 0.516 1.219
H 3.024260 1.779947 -1.468233 -0.820 -0.674 1.118
H 3.835799 -0.171695 -0.350568 -0.628 -0.110 0.612
H 3.755492 0.775734 0.980131 4.795 4.144 5.426
H 1.535793 0.337702 1.769462 0.119 -0.972 -1.826
H 2.683648 -0.740157 2.077901 -0.154 -0.200 -1.206
H 0.813260 -2.275937 1.222066 -2.629 -1.238 3.610
H 2.093365 -2.316621 0.424780 3.008 -2.043 -1.308
H 1.192474 -1.045211 -1.438022 -0.431 0.166 0.904
H 1.298587 -3.487796 -0.627859 -4.073 2.849 -2.053
H -1.537139 -2.578846 0.574521 0.287 -0.424 -0.549
H -3.457423 -1.460549 1.431283 -1.432 -1.043 0.798
H -3.957631 0.755133 1.023168 0.744 0.740 -0.260
H -2.883689 2.927504 0.563175 3.062 -1.700 -4.716
H -0.283010 1.159287 -1.175752 0.459 0.390 -0.514
O 0.412086 -2.890314 -1.048431 3.161 -1.845 1.781
O -2.231087 2.555164 -0.403264 -2.876 1.196 4.921
```
Positions in Å, forces in eV/Å.

***

Computed, not measured: a molecular structure, C6H7LiO7Zn, with ωB97M-V/def2-TZVPD.

ΔE to the lowest compared entry with this formula, charge and spin (kcal per mole): 0.0
Net charge: +2
Energy (Ha): -2545.761487
HOMO level (eV): -17.31

```
22
Properties=species:S:1:pos:R:3:forces:R:3
O -2.175603 1.963417 -1.014265 -0.115 -0.865 -1.752
C -2.025841 2.871901 0.054428 0.914 0.275 0.607
C -1.091455 2.226081 1.064217 0.369 0.194 0.941
O 0.079565 1.711072 0.274741 -0.535 1.757 -0.709
C 0.755107 0.609030 0.599835 0.024 -1.524 2.948
O 0.724731 -0.148830 -0.540939 -0.646 1.218 -1.451
O 1.140306 0.266947 1.664936 -0.019 0.635 -1.273
Li -3.849069 1.436398 -1.478377 -0.335 0.061 -0.042
Zn -0.466186 1.298901 -1.643953 -0.582 0.011 1.134
H -2.985016 3.065728 0.560185 0.236 -0.080 -0.160
H -1.619387 3.836677 -0.288014 -0.179 -0.264 0.037
H -1.545869 1.369819 1.575163 0.200 0.077 -0.178
H -0.699908 2.939270 1.795670 -0.048 -0.207 -0.137
O -0.579925 -2.908664 -1.145614 0.193 0.199 -1.239
C -0.528588 -2.910023 0.185156 -1.760 -1.106 1.454
C 0.590960 -2.288175 -1.680764 -0.079 -0.114 0.130
O -1.294230 -3.453010 0.917016 0.913 0.681 -0.853
O 0.509370 -2.141258 0.605292 0.987 0.867 -0.125
C 1.131797 -1.520244 -0.478843 0.739 -1.930 0.616
H 0.317759 -1.644915 -2.522004 0.019 -0.119 0.006
H 1.297210 -3.053994 -2.017351 -0.090 0.180 0.036
H 2.216915 -1.538294 -0.349439 -0.203 0.053 0.013
```
Positions in Å, forces in eV/Å.